DFT (ωB97M-V/def2-TZVPD) results for the molecule C2H6O2S2 in a non-equilibrium geometry.

Calculated values
Net charge: 0
E_LUMO (eV): 0.600
HOMO-LUMO gap (eV): 9.902
F_max (eV/Å): 4.33
HOMO (eV): -9.3

Element x y z (Å)
C 0.57 1.96 0.86
C 0.32 -2.23 -0.52
O 1.35 0.22 -1.54
O 1.91 1.46 0.58
S 1.21 -1.40 0.82
S 2.17 0.12 -0.35
H 0.11 1.61 1.79
H -0.22 1.57 0.10
H 0.82 2.98 0.98
H -0.55 -2.57 -0.15
H 0.88 -3.06 -0.84
H 0.06 -1.38 -1.31

The natural (NBO) scheme yields these atomic charges, measured in e: C -0.2828; C -0.7373; O -0.9396; O -0.7217; S -0.0688; S 1.4427; H 0.1887; H 0.2072; H 0.2074; H 0.2159; H 0.2167; H 0.2716